{
  "formula": "C2H7NO2",
  "method": "the ωB97M-V functional and the def2-TZVPD basis",
  "species": ["C", "O", "H", "H", "H", "H", "C", "N", "O", "H", "H", "H"],
  "coordinates": [[0.762646, 1.007314, 1.530433], [1.694314, 0.191452, 0.907950], [0.114198, 1.439457, 0.770027], [0.234191, 0.440606, 2.271565], [1.272162, 1.681339, 2.090400], [1.882654, -0.627246, 1.416929], [-1.554123, -0.480965, -1.555219], [-0.310491, -1.022126, -1.323233], [-2.232219, -0.602369, -2.555396], [-1.965025, 0.204798, -0.727014], [-0.216630, -1.757536, -2.026499], [0.318323, -0.474726, -0.799942]],
  "atomic_forces_ev_per_a": [[-1.259, -1.679, -0.268], [0.995, -2.243, -1.353], [-0.099, 0.303, 0.229], [-1.027, -0.316, 0.192], [1.263, 2.837, 1.313], [-0.175, 1.035, -0.334], [3.041, 1.052, 3.264], [-5.499, -0.429, -2.718], [-0.912, -0.675, -0.880], [0.181, -0.481, -1.092], [1.722, 0.259, 0.404], [1.768, 0.338, 1.243]],
  "lowdin_charge": [-0.16, -0.12, 0.08, 0.09, 0.06, 0.12, -0.16, 0.26, 0.37, 0.23, 0.16, 0.09],
  "total_charge": 1,
  "spin_multiplicity": 2,
  "lumo_ev": [-5.3680, -10.1698],
  "fmax_ev_per_a": 6.1,
  "s2": 0.756,
  "orbital_gap_ev": [9.07, 4.25],
  "energy_ev": -7761.6643
}

=====

{
  "formula": "C2H8AsF6KO2",
  "method": "the ωB97M-V functional and the def2-TZVPD basis",
  "species": ["K", "As", "F", "F", "F", "F", "F", "F", "C", "O", "H", "H", "H", "H", "C", "O", "H", "H", "H", "H"],
  "coordinates": [[0.697067, -1.735404, 0.209645], [2.147703, 1.592202, 1.123536], [3.032589, 2.766682, 0.164441], [0.805754, 1.467794, -0.035477], [1.181180, 0.376657, 2.112745], [3.335867, 1.646032, 2.471524], [1.224165, 2.928837, 1.931911], [2.984397, 0.209638, 0.267556], [-0.737689, -0.892430, -3.548739], [0.004374, -1.561928, -2.477844], [-0.189484, -0.342853, -4.313946], [-1.498601, -1.510084, -4.025843], [-1.268845, -0.035867, -3.133677], [0.387721, -2.339904, -2.889405], [-2.021229, -0.105031, 1.874635], [-1.616084, -1.499923, 1.820814], [-1.409069, 0.618230, 1.335865], [-3.058222, 0.157408, 1.665190], [-1.992578, 0.254354, 2.903286], [-2.009016, -1.994412, 2.543784]],
  "atomic_forces_ev_per_a": [[0.840, 0.626, -0.338], [1.028, 1.890, 1.413], [-0.882, -1.358, 0.726], [0.523, -0.388, 0.255], [0.232, 0.045, -0.753], [-1.419, -0.450, -1.953], [0.853, -1.781, -0.895], [-1.268, 1.100, 1.102], [-0.717, 1.071, 0.527], [-0.595, 0.491, -1.065], [0.987, -0.808, -0.015], [0.304, -0.406, 0.147], [-0.134, -0.309, 0.703], [0.191, -0.152, -0.120], [1.986, -0.849, 0.042], [-0.486, 3.803, -0.827], [0.588, -0.868, -0.815], [-1.187, -0.709, -0.191], [-0.139, -0.341, 1.191], [-0.704, -0.607, 0.866]],
  "lowdin_charge": [0.93, 0.92, -0.23, -0.31, -0.37, -0.26, -0.29, -0.32, -0.10, -0.19, 0.09, 0.09, 0.08, 0.08, 0.08, 0.17, 0.12, 0.18, 0.17, 0.17],
  "total_charge": 1,
  "spin_multiplicity": 2,
  "lumo_ev": [-4.9396, -11.8828],
  "fmax_ev_per_a": 3.9,
  "s2": 0.754,
  "orbital_gap_ev": [10.02, 2.82],
  "energy_ev": -99759.3909
}

=====

{
  "formula": "C4H5NO",
  "method": "the ωB97M-V functional and the def2-TZVPD basis",
  "species": ["O", "C", "C", "C", "C", "N", "H", "H", "H", "H", "H"],
  "coordinates": [[0.781265, 0.620914, 1.426451], [0.392336, 0.092763, 0.204455], [-0.680099, 0.708176, -0.641050], [-0.972760, -0.528003, 0.170175], [1.396067, -0.726110, -0.438051], [1.858053, -1.745948, -0.728104], [1.509153, 1.231803, 1.264408], [-1.071604, 1.657032, -0.295961], [-0.580743, 0.587224, -1.715619], [-1.523105, -0.420736, 1.097506], [-1.108561, -1.477116, -0.344206]],
  "atomic_forces_ev_per_a": [[0.063, 0.394, 0.018], [-0.191, -0.119, -0.104], [-0.047, 0.204, -0.036], [-0.170, -0.025, 0.018], [-0.199, -1.997, 0.200], [0.519, 1.027, -0.376], [-0.040, 0.114, 0.139], [-0.016, -0.080, -0.041], [-0.054, 0.104, 0.169], [-0.007, 0.100, -0.120], [0.142, 0.278, 0.134]],
  "lowdin_charge": [0.04, -0.55, -0.05, -0.05, -0.13, 0.17, 0.11, 0.11, 0.11, 0.12, 0.12],
  "total_charge": 0,
  "spin_multiplicity": 1,
  "lumo_ev": 0.5827,
  "fmax_ev_per_a": 2.0,
  "orbital_gap_ev": 11.04,
  "energy_ev": -7764.8070
}